No. 1
DFT (the ωB97M-V functional and the def2-TZVPD basis) results for C3HAlFO2 as an isolated structure at a distorted geometry.

XYZ file:
```
8
Properties=species:S:1:pos:R:3:forces:R:3:mulliken_charge:R:1
F -0.660 0.545 0.990 4.1 -2.4 0.7 -0.136
O -0.354 -1.063 -0.501 3.2 0.0 1.5 -0.176
O 1.476 0.003 0.325 -7.3 -7.2 -1.9 -0.129
C -1.344 -0.428 -1.063 -1.0 0.1 1.5 0.126
C -2.259 0.377 -1.147 0.5 -0.2 -1.0 0.072
C 0.312 -0.442 0.575 -8.1 3.0 -4.5 0.663
H -2.908 1.168 -1.472 -0.4 -0.2 0.1 0.412
Al 2.550 0.888 0.812 8.9 7.0 3.5 1.168
```
Positions in Å, forces in eV/Å.

Values from the calculation:
**2S+1**: 2
**LUMO (spin up / spin down)**: -13.341 / -13.622 eV
**<S²>**: 0.751
**Charge**: +2


No. 2
DFT (the ωB97M-V functional and the def2-TZVPD basis) results for a 2-piece molecular cluster, C6H12N2 overall at a distorted geometry.

XYZ file:
```
20
Properties=species:S:1:pos:R:3:forces:R:3:mulliken_charge:R:1
C 1.557 -1.006 -0.254 -1.9 0.3 2.6 -0.768
C 0.272 0.567 2.152 0.1 -0.1 -0.1 -1.278
C -1.040 -0.062 0.084 -1.2 0.3 -1.9 0.911
C -0.939 -0.538 -1.205 -0.8 1.1 1.1 -0.689
N -2.090 0.788 0.457 0.3 -0.7 0.0 -0.457
N 2.020 -0.057 -1.128 1.3 1.8 -1.1 -0.428
C -0.044 -0.402 1.041 3.0 -1.3 -1.0 -0.083
C -1.067 -0.076 -2.435 0.6 -0.3 -0.2 -0.819
H -2.499 0.611 1.365 -0.1 0.1 0.0 0.224
H -2.765 0.958 -0.272 0.0 0.0 0.1 0.270
H 1.421 0.665 -1.512 -0.6 -0.8 -0.1 0.238
H 2.870 0.438 -0.891 0.0 -0.4 0.5 0.241
H 2.194 -1.215 0.602 0.3 0.1 -0.2 0.412
H 1.225 -1.925 -0.717 -0.5 0.0 0.1 0.352
H -0.061 -1.447 1.327 -0.3 0.0 0.3 0.316
H -1.138 0.987 -2.673 0.3 0.0 0.1 0.289
H -0.963 -0.727 -3.299 -0.5 -0.1 0.0 0.251
H -0.520 0.581 2.909 0.0 0.1 -0.1 0.342
H 1.180 0.279 2.685 0.0 0.0 -0.1 0.371
H 0.386 1.581 1.765 0.0 0.0 0.1 0.305
```
Positions in Å, forces in eV/Å.

Values from the calculation:
**LUMO (spin up / spin down)**: 0.831 / 0.831 eV


No. 3
DFT (the ωB97M-V functional and the def2-TZVPD basis) results for a 14-piece molecular cluster, C30H78BO34 overall at a distorted geometry.

XYZ file:
```
143
Properties=species:S:1:pos:R:3:forces:R:3:mulliken_charge:R:1
O -2.817 0.462 -1.951 2.3 -0.8 2.0 -0.660
C -1.931 0.099 -1.173 -1.4 0.6 -1.0 0.672
O -1.681 0.582 0.053 -0.1 -0.9 -0.6 -0.498
B -0.601 -0.233 0.677 1.0 0.4 -0.4 0.987
O -0.139 -1.224 -0.340 -1.0 0.7 -0.1 -0.320
C -0.909 -1.079 -1.423 -0.7 0.2 0.6 0.530
O -0.930 -1.777 -2.386 0.4 -0.2 -0.5 -0.653
O -0.962 -0.875 1.951 -0.6 0.0 1.0 -0.468
C -0.344 -0.289 2.974 -0.6 -1.5 4.1 0.633
O -0.480 -0.495 4.229 0.2 0.7 -5.5 -0.693
C 0.682 0.641 2.367 1.0 1.3 -0.6 0.628
O 0.528 0.659 1.027 -0.1 -0.2 1.3 -0.482
O 1.504 1.271 2.983 -0.4 -0.4 -0.4 -0.692
C -5.479 1.170 3.553 -0.7 -1.1 1.2 -0.365
C -5.809 2.192 2.560 1.3 1.4 -0.9 -0.360
O -6.932 1.881 1.745 0.1 -0.2 0.3 -0.507
O -6.387 1.309 4.638 -0.2 -0.4 0.5 -0.553
H -4.474 1.200 3.973 0.0 0.5 -0.2 0.309
H -5.578 0.164 3.143 0.0 -0.1 -0.4 0.249
H -4.876 2.346 2.018 -0.1 0.1 -0.9 0.273
H -6.006 3.148 3.044 0.1 0.0 0.4 0.312
H -7.352 2.726 1.570 -0.1 -0.2 -0.2 0.327
H -7.243 1.184 4.221 -0.3 0.0 0.2 0.316
C -2.455 0.833 10.113 0.0 1.7 -0.4 -0.501
C -3.335 2.118 9.971 0.5 -2.0 -0.2 -0.150
O -4.221 2.175 11.064 -0.5 0.5 -0.3 -0.514
O -1.752 0.871 11.363 -0.5 -0.4 -0.2 -0.536
H -1.740 0.836 9.290 0.1 -0.2 0.0 0.273
H -3.073 -0.063 10.056 -0.1 0.1 -0.1 0.329
H -3.879 1.969 9.038 -0.5 0.1 0.1 0.268
H -2.742 3.017 9.801 0.2 0.1 0.5 0.187
H -3.780 1.816 11.838 0.3 0.1 0.0 0.318
H -2.073 0.080 11.803 0.4 0.0 0.4 0.326
C -3.458 5.211 -6.002 2.2 -0.6 -0.9 -0.408
C -3.240 6.695 -6.011 -0.4 -0.2 0.9 -0.336
O -2.027 7.135 -5.371 -0.1 0.1 -1.0 -0.525
O -3.764 4.692 -4.746 -1.2 -0.1 0.6 -0.537
H -2.534 4.723 -6.311 0.5 0.1 -0.3 0.235
H -4.119 4.920 -6.818 -0.8 0.0 0.6 0.366
H -4.128 7.058 -5.494 0.0 0.7 0.1 0.247
H -3.284 7.049 -7.041 0.5 0.2 0.1 0.345
H -1.931 6.858 -4.457 -0.6 -0.3 0.0 0.296
H -2.969 4.568 -4.223 0.1 -0.1 -0.1 0.311
C 0.765 5.145 8.234 -0.8 -1.8 -0.8 -0.369
C 0.082 4.735 6.917 1.0 -0.1 0.6 -0.381
O -0.957 5.589 6.578 -0.6 0.7 0.2 -0.508
O 1.157 6.463 8.056 0.0 1.3 0.3 -0.538
H 1.656 4.529 8.355 -0.1 -0.4 0.3 0.300
H 0.034 4.951 9.019 0.2 0.4 0.5 0.313
H -0.372 3.746 6.978 0.7 -0.2 -0.2 0.323
H 0.907 4.870 6.217 -0.1 -0.7 -0.7 0.260
H -0.635 6.436 6.894 -0.3 0.6 -0.2 0.308
H 1.420 6.827 8.905 0.0 0.1 0.0 0.295
C 2.797 -5.517 -3.747 1.9 0.0 -0.4 -0.130
C 3.379 -5.700 -5.166 -1.5 0.1 -1.1 -0.569
O 2.385 -5.549 -6.276 1.3 -0.3 1.5 -0.502
O 2.214 -6.671 -3.177 0.1 0.4 0.0 -0.505
H 2.325 -4.555 -3.542 -1.2 -0.2 -0.7 0.294
H 3.702 -5.296 -3.182 0.3 -0.7 0.5 0.210
H 3.823 -6.687 -5.301 -0.4 -0.3 0.3 0.285
H 4.234 -5.053 -5.360 -0.2 0.6 0.2 0.337
H 2.377 -4.607 -6.462 -0.2 0.1 -0.1 0.283
H 1.535 -7.044 -3.744 -0.2 0.3 -0.2 0.298
C 3.536 -2.730 7.129 1.2 1.9 0.1 -0.353
C 4.576 -1.528 7.112 -0.9 -0.9 -0.3 -0.308
O 5.709 -1.949 6.409 1.2 -0.4 -0.7 -0.518
O 4.121 -3.770 7.814 0.3 -1.6 1.2 -0.524
H 3.346 -3.080 6.114 -0.4 0.6 -0.3 0.278
H 2.625 -2.451 7.659 -0.1 0.0 -0.2 0.277
H 5.024 -1.306 8.080 -0.8 -0.1 0.4 0.231
H 4.174 -0.611 6.680 -0.3 0.1 0.0 0.298
H 5.488 -2.259 5.528 -0.2 0.1 -0.2 0.286
H 4.710 -4.263 7.239 0.1 0.2 0.0 0.334
C 4.835 6.257 0.424 0.3 -0.8 0.2 -0.282
C 5.264 4.922 1.110 -2.1 -0.3 0.7 -0.254
O 4.813 4.862 2.497 0.8 0.8 -0.3 -0.526
O 5.342 7.403 1.022 1.5 1.1 0.4 -0.543
H 3.781 6.516 0.330 -0.5 -1.4 0.0 0.252
H 5.252 6.221 -0.583 0.0 0.1 -0.1 0.234
H 6.324 4.685 1.020 0.1 0.6 0.2 0.238
H 4.736 4.071 0.680 0.1 0.2 -0.9 0.255
H 4.267 4.085 2.632 0.0 0.0 -0.2 0.311
H 5.180 7.441 1.968 -0.2 -0.4 0.1 0.317
C 1.978 4.522 -3.803 -1.2 0.0 0.0 -0.316
C 0.901 3.854 -2.954 0.5 0.2 0.2 -0.339
O -0.230 4.718 -2.737 0.5 -0.6 -0.2 -0.464
O 1.470 4.949 -5.061 0.9 -0.7 -0.7 -0.496
H 2.743 3.756 -3.932 0.1 0.1 -0.6 0.317
H 2.448 5.361 -3.290 -0.1 0.1 0.3 0.252
H 1.384 3.517 -2.037 -0.1 0.4 0.6 0.286
H 0.604 2.887 -3.360 -0.6 0.4 -0.6 0.225
H -0.031 5.245 -1.960 -0.1 0.1 0.1 0.264
H 0.714 5.540 -5.043 -0.1 0.0 0.7 0.287
C -4.449 -1.043 -7.747 1.2 0.1 0.9 -0.505
C -4.081 0.455 -7.629 0.8 -1.4 -0.4 -0.145
O -4.236 1.099 -8.867 -0.9 0.7 -0.1 -0.540
O -3.463 -1.662 -8.631 -0.7 0.9 0.3 -0.543
H -5.478 -1.258 -8.035 0.0 0.3 -0.5 0.337
H -4.345 -1.420 -6.730 0.1 -0.4 0.1 0.331
H -3.021 0.541 -7.389 0.3 -0.5 0.2 0.111
H -4.538 0.925 -6.758 -0.8 0.2 -0.6 0.347
H -4.048 0.430 -9.529 0.1 0.0 -0.2 0.326
H -3.519 -2.620 -8.644 -0.3 0.0 0.2 0.282
C -0.242 -5.911 3.613 -0.8 -0.2 -0.8 -0.474
C -0.054 -5.876 2.112 0.2 0.4 -0.4 -0.136
O 0.779 -6.938 1.766 1.3 -0.9 0.0 -0.554
O -1.122 -7.025 3.884 0.4 0.6 0.7 -0.517
H -0.635 -4.950 3.943 -0.5 0.0 0.0 0.332
H 0.703 -5.990 4.151 0.1 -0.5 -0.2 0.261
H 0.351 -4.910 1.810 0.3 0.2 0.0 0.252
H -0.954 -6.032 1.517 -0.7 0.4 0.6 0.238
H 0.952 -6.965 0.822 -0.1 0.2 0.0 0.297
H -1.965 -6.635 4.126 -0.1 -0.2 0.0 0.305
C -4.605 -7.722 -4.612 -2.7 0.4 -0.4 -0.365
C -3.303 -7.031 -4.418 0.2 -1.0 0.8 -0.358
O -2.289 -8.019 -4.601 0.4 0.5 -0.2 -0.521
O -4.895 -7.846 -5.999 1.1 -0.2 -1.3 -0.537
H -5.474 -7.166 -4.260 0.3 0.5 0.8 0.339
H -4.665 -8.689 -4.113 0.5 -0.1 0.1 0.277
H -3.243 -6.748 -3.367 0.1 0.2 0.0 0.293
H -3.183 -6.134 -5.026 0.0 -0.1 -0.2 0.260
H -2.401 -8.362 -5.491 0.1 -0.1 -0.2 0.320
H -5.762 -8.201 -6.207 0.0 -0.1 0.5 0.294
C 1.395 -0.665 -7.257 0.8 -0.4 -0.1 -0.394
C 1.210 0.811 -7.451 -0.5 1.0 0.4 -0.257
O 2.391 1.637 -7.491 0.0 -1.1 -0.2 -0.556
O 2.044 -1.374 -8.323 -0.4 0.4 0.2 -0.536
H 0.397 -1.078 -7.112 0.0 -0.1 -0.3 0.317
H 1.944 -0.877 -6.339 0.1 0.2 0.3 0.305
H 0.596 1.089 -6.595 -0.1 0.3 0.2 0.248
H 0.588 0.994 -8.327 0.1 0.0 -0.3 0.242
H 2.215 2.494 -7.095 -0.2 0.0 0.1 0.315
H 2.892 -0.941 -8.441 0.2 0.0 -0.1 0.310
C 5.673 -1.334 0.795 -0.1 -0.6 -0.4 -0.228
C 5.319 -2.811 0.881 0.2 1.3 0.0 -0.532
O 5.649 -3.271 2.189 -0.4 -0.6 -0.2 -0.466
O 7.057 -1.048 0.760 0.4 -0.2 -0.1 -0.502
H 5.221 -0.893 1.683 -0.2 0.5 -0.2 0.231
H 5.292 -0.965 -0.157 -0.3 0.4 0.3 0.307
H 5.750 -3.359 0.044 0.4 -0.4 0.2 0.302
H 4.241 -2.831 0.718 -0.1 -0.4 0.5 0.310
H 6.600 -3.297 2.316 0.0 -0.1 -0.2 0.308
H 7.524 -1.679 1.313 0.1 0.1 0.1 0.271
```
Positions in Å, forces in eV/Å.

Values from the calculation:
**LUMO**: 1.702 eV
**Charge**: -1


No. 4
DFT (the ωB97M-V functional and the def2-TZVPD basis) results for a 2-piece molecular cluster, C4H8O2 overall.

XYZ file:
```
14
Properties=species:S:1:pos:R:3:forces:R:3:mulliken_charge:R:1
O 1.134 -0.671 2.064 -0.3 -0.3 -0.4 -0.487
C 0.415 -1.211 1.257 0.2 0.1 0.3 0.056
C -1.055 -0.885 1.072 0.0 0.0 0.3 -0.352
O -1.462 -1.057 -0.262 0.1 0.2 -0.2 -0.521
H 0.790 -2.004 0.574 0.0 0.1 0.1 0.388
H -1.636 -1.593 1.676 0.1 0.1 0.0 0.327
H -1.245 0.123 1.468 0.0 -0.1 -0.1 0.271
H -1.039 -0.354 -0.779 -0.1 -0.1 0.0 0.298
C 0.899 0.889 -1.637 0.0 0.1 0.1 -0.552
C 0.476 1.661 -0.639 0.1 -0.1 -0.1 -0.466
H 1.607 0.080 -1.471 -0.1 0.1 0.0 0.257
H 0.573 1.049 -2.663 0.0 0.0 0.2 0.280
H 0.819 1.508 0.383 0.0 0.0 -0.2 0.281
H -0.217 2.482 -0.807 0.1 -0.1 0.0 0.221
```
Positions in Å, forces in eV/Å.

Values from the calculation:
**LUMO**: 0.955 eV


The records above yield total energy values of -16508.1422; -9392.4093; -102664.0702; -8371.0280 eV, respectively.
The records above yield ΔE to the lowest compared entry with this formula, charge and spin values of 37.2; 102.4; 51.7; 52.0 kcal per mole, respectively.